1.
Molecular formula: C4H6NO
Method: DFT, ωB97M-V with the def2-TZVPD basis set

The charge is +1. As for the HOMO energy (spin up / spin down): -0.4759 / -0.5584 Eh. As for the strongest force on any atom: 4.90 eV Å⁻¹. As for the gap between HOMO and LUMO (spin up / spin down): 7.003 / 6.920 eV. Its spin multiplicity is 3. The calculation puts the energy above the lowest of the compared OMol25 structures with the same formula, charge and spin at 481.66 kJ/mol.

Last column: Löwdin charge in e.
Atoms and positions in Å:
C: 2.3541 -0.4835 0.0761  0.17
C: 1.2682 -0.1009 -0.9508  -0.02
C: 1.3118 -0.4951 0.9105  0.05
C: -2.2492 0.5200 0.1024  -0.15
N: 0.4032 0.2338 -0.0256  0.14
O: -1.2754 -0.1796 -0.3910  -0.04
H: 3.4598 -0.3465 0.0083  0.16
H: 1.0163 -0.4234 -1.9540  0.15
H: 1.0696 -0.9979 1.8321  0.14
H: -2.9170 0.3645 -0.7903  0.16
H: -2.0502 1.6243 0.0491  0.14
H: -2.3912 0.2843 1.1332  0.10

Atoms 1-3, force components in eV/Å:
0.2 1.6 -3.5
2.4 -1.3 -2.3
-2.4 0.2 2.1

2.
Molecular formula: C18H18BBr2ClNO12
Method: DFT, ωB97M-V with the def2-TZVPD basis set

The charge is -1. As for the HOMO energy: -0.1583 Eh. As for the strongest force on any atom: 4.42 eV Å⁻¹. As for the gap between HOMO and LUMO: 4.160 eV.

Last column: Löwdin charge in e.
Atoms and positions in Å:
C: 4.2878 1.0095 0.2209  -0.10
O: 2.9661 1.0405 -0.3655  -0.09
B: 2.5903 2.3991 -0.6390  -0.61
O: 3.2030 3.0102 -1.7487  0.14
C: 1.4664 3.1079 0.3052  -0.56
Cl: 1.9768 2.9337 2.0763  0.64
N: 0.1363 2.5937 0.0050  -0.06
C: -0.1408 1.2926 0.6062  -0.73
Br: -1.1924 1.4018 2.3094  0.64
C: -1.1012 0.5109 -0.4183  -0.72
C: -2.4707 1.2823 -0.6364  -0.18
Br: -0.2205 0.3709 -2.1914  0.67
C: 1.5080 4.6762 0.0146  -0.69
O: 0.4574 5.3392 -0.1254  -0.06
O: 2.6467 5.2964 -0.0356  -0.10
H: 4.3298 1.7429 1.0776  0.08
H: 4.4929 -0.0285 0.5999  0.08
H: 5.0875 1.2506 -0.5382  0.10
H: 2.8927 2.5051 -2.5249  0.11
H: -0.6039 3.2189 0.3421  0.10
H: 0.7517 0.6382 0.7399  0.10
H: -1.2659 -0.4952 0.0476  0.08
H: -2.8070 1.0223 -1.6786  0.05
H: -2.3697 2.3924 -0.5735  0.08
H: -3.1974 0.9514 0.1447  0.03
C: -7.5351 -0.3696 3.8393  0.07
C: -6.8849 0.4351 2.9927  -0.23
C: -5.5150 0.1024 2.4961  -0.30
O: -4.9675 0.8524 1.7125  0.10
C: -4.8855 -1.1239 2.9855  0.08
C: -5.5347 -1.9259 3.8344  -0.23
C: -6.9150 -1.6071 4.3093  -0.32
O: -7.4773 -2.3760 5.0692  0.10
O: -4.9756 -3.0597 4.3015  0.10
O: -7.4327 1.5803 2.5475  0.11
H: -8.5271 -0.1416 4.2042  0.13
H: -3.8870 -1.3441 2.6326  0.14
H: -5.6445 -3.4557 4.8919  0.12
H: -6.7658 1.9743 1.9516  0.12
C: 5.1980 -4.0471 -3.4322  0.07
C: 5.0726 -3.6173 -2.1734  -0.23
C: 4.3885 -2.3273 -1.8539  -0.30
O: 4.2784 -1.9806 -0.6950  0.12
C: 3.8785 -1.5254 -2.9647  0.09
C: 4.0071 -1.9538 -4.2238  -0.23
C: 4.6666 -3.2560 -4.5420  -0.32
O: 4.7468 -3.6180 -5.7028  0.10
O: 3.5475 -1.2318 -5.2653  0.10
O: 5.5547 -4.3249 -1.1341  0.10
H: 5.6887 -4.9792 -3.6770  0.13
H: 3.4009 -0.5852 -2.7187  0.13
H: 3.7605 -1.7561 -6.0601  0.11
H: 5.3346 -3.8012 -0.3392  0.12

Atoms 1-3, force components in eV/Å:
0.6 -0.2 0.3
0.2 1.2 0.2
0.5 -0.7 -0.1

3.
Molecular formula: C3H3IN2O
Method: DFT, ωB97M-V with the def2-TZVPD basis set

The charge is 0. As for the HOMO energy: -0.3382 Eh. As for the strongest force on any atom: 4.63 eV Å⁻¹. As for the gap between HOMO and LUMO: 9.272 eV. The calculation puts the energy above the lowest of the compared OMol25 structures with the same formula, charge and spin at 529.26 kJ/mol.

Last column: Löwdin charge in e.
Atoms and positions in Å:
C: -0.0614 1.7883 0.1569  -0.28
C: -0.1815 0.3299 -0.3079  -0.12
C: 2.1226 0.8624 -0.4247  -0.47
N: -0.1244 2.9273 0.1810  0.16
N: 1.2235 -0.0369 -0.1471  -0.33
O: 1.4211 -1.4273 0.2791  -0.06
I: 4.0706 0.0946 0.0179  0.77
H: -1.2085 -0.0438 -0.9966  0.23
H: -0.6373 0.0945 0.6669  0.10
H: 2.1784 -1.8729 -0.0631  0.01

Atoms 1-3, force components in eV/Å:
-1.3 -1.3 -3.2
-3.0 1.3 3.3
0.6 -1.0 0.4

4.
Molecular formula: C3H6N3S
Method: DFT, ωB97M-V with the def2-TZVPD basis set

The charge is +1. As for the HOMO energy: -0.5578 Eh. As for the strongest force on any atom: 3.25 eV Å⁻¹. As for the gap between HOMO and LUMO: 9.474 eV. Its structure (SMILES) is C[N@@+]1(S)C=CN=N1. The calculation puts the energy above the lowest of the compared OMol25 structures with the same formula, charge and spin at 416.99 kJ/mol.

Last column: Löwdin charge in e.
Atoms and positions in Å:
C: 0.1896 1.8533 -0.1808  -0.03
C: 0.1752 0.7092 -0.8952  -0.02
C: -1.0256 -1.2970 0.1993  -0.04
N: 0.1516 1.5796 1.1995  0.10
N: -0.0207 0.4107 1.4240  0.05
N: 0.0393 -0.3131 0.1576  -0.57
S: 1.6080 -1.2466 0.3846  0.94
H: 0.0054 2.8876 -0.4981  0.14
H: 0.2577 0.4124 -1.9385  0.15
H: -1.9471 -0.8588 0.0270  0.10
H: -0.9682 -2.1351 -0.4903  0.12
H: -0.8444 -1.5520 1.1855  0.07
H: 2.3791 -0.4503 -0.5747  -0.01

Atoms 1-3, force components in eV/Å:
-0.6 0.3 -1.7
-0.4 0.4 1.6
0.4 -1.0 -1.2

The records above yield calculated total energy values of -285.4018, -7287.5393, -598.3345, -679.9521 Eh, respectively.